Entry 1:
This record from the Open Molecules 2025 dataset describes a single C25H29N3O4S3 molecule at a distorted geometry. The level of theory is ωB97M-V/def2-TZVPD.

```
64
Properties=species:S:1:pos:R:3:forces:R:3
S -1.967628 -0.479123 -1.973705 0.52 -0.31 -0.21
S 5.032536 3.048844 0.167533 -0.07 0.22 0.09
S 2.157692 2.452961 -0.408320 0.35 0.05 0.08
O -3.736067 -0.736786 1.505641 0.30 0.16 0.19
O 2.990630 -1.148487 -1.406929 -0.01 0.02 -0.04
O -3.767217 -2.543024 0.163887 -0.02 0.09 0.12
O 3.094374 0.066304 1.946881 -0.07 0.22 0.14
N 2.460346 -2.033383 1.332968 0.04 -0.45 0.09
N 4.029617 0.737916 -0.682514 0.16 -0.01 -0.13
N -5.265796 1.916914 0.684944 -0.08 0.01 -0.03
C 5.330858 0.106793 -0.602859 0.48 -0.22 0.04
C -3.164570 -1.763227 0.865730 -0.01 -0.35 -0.21
C -5.827507 2.893775 -0.234845 -0.26 -0.03 0.08
C 5.675380 -0.327704 0.823749 -0.23 -0.06 -0.10
C -2.028483 -2.088167 -2.531536 0.08 0.28 0.08
C 1.722638 0.856852 -1.003828 -0.95 0.38 -0.03
C -3.993468 2.310143 1.261701 0.17 0.07 0.01
C -2.824038 2.465821 0.282237 -0.28 -0.08 0.16
C 3.848033 2.028226 -0.294963 -0.20 0.45 -0.02
C 3.375544 -1.046801 1.561802 0.29 -0.52 0.07
C -0.993550 -0.750805 1.624899 -0.13 -0.31 -0.09
C 0.380572 -0.801996 1.733312 0.15 0.16 0.15
C 0.418082 0.601232 -1.291223 1.10 0.44 0.24
C -1.703834 -1.824461 1.093998 0.19 -0.03 0.05
C 2.915680 0.019184 -1.070141 -0.10 -0.42 -0.37
C 4.808719 -1.491101 1.305740 0.15 0.31 0.02
C -7.352594 2.910249 -0.162627 0.28 0.05 -0.09
C 0.231342 -1.803394 -2.159509 0.11 0.44 0.07
C 1.071243 -1.935331 1.306379 -0.40 0.06 0.05
C -0.226777 -0.558175 -1.782865 -0.66 -0.74 -0.37
C -5.115115 -0.490794 1.244896 -0.59 -0.09 -0.44
C -1.014251 -2.968889 0.697436 -0.21 0.15 0.11
C -0.791292 -2.662397 -2.580293 -0.43 -0.06 -0.16
C -5.304922 0.568506 0.155288 0.07 -0.17 0.37
C 0.356514 -3.025726 0.806463 0.08 0.12 0.16
H -3.730622 1.565608 2.014785 0.04 0.14 0.07
H -1.939252 2.797471 0.820381 0.15 0.05 0.03
H 6.072433 0.828245 -0.954907 -0.14 -0.10 -0.01
H 5.204943 -1.865076 2.253605 -0.05 -0.06 -0.01
H -2.599720 1.516756 -0.198891 0.06 -0.07 -0.05
H 0.925399 0.036120 2.133772 0.02 0.01 -0.01
H -7.780285 1.982409 -0.532689 -0.10 -0.09 -0.04
H -0.624661 -3.672607 -2.908558 0.01 -0.18 -0.05
H -3.055728 3.199643 -0.486476 0.03 0.08 -0.11
H -7.741617 3.728366 -0.763591 -0.12 0.05 -0.10
H -4.557260 0.392773 -0.638945 -0.10 -0.02 0.00
H 4.830984 -2.302348 0.576272 -0.01 -0.08 0.05
H -7.668457 3.047462 0.867637 -0.05 0.02 0.10
H 5.542080 0.521007 1.496761 0.11 -0.05 -0.02
H -1.523769 0.133837 1.938760 -0.04 0.11 0.05
H 0.888086 -3.910991 0.487613 0.07 -0.11 -0.06
H -4.158438 3.260760 1.777819 0.05 -0.07 0.04
H 1.271064 -2.067669 -2.130025 0.13 0.01 0.04
H -5.579429 -1.431025 0.931942 0.04 0.18 0.12
H -6.293429 0.418144 -0.281301 0.05 -0.06 -0.05
H -5.553369 -0.146064 2.182819 0.06 -0.02 -0.08
H 5.301379 -0.756102 -1.273510 0.04 0.14 0.05
H -0.253928 1.433891 -1.114905 -0.04 0.11 0.04
H -5.460811 3.879295 0.059603 0.07 -0.01 -0.07
H -2.975443 -2.526998 -2.775366 -0.18 -0.14 -0.04
H 2.816669 -2.904289 0.962721 0.06 0.27 0.02
H -5.509141 2.712019 -1.274364 0.06 0.10 0.04
H -1.574134 -3.799158 0.294757 -0.03 -0.05 -0.06
H 6.724950 -0.622076 0.843160 0.02 0.01 0.02
```
Positions in Å, forces in eV/Å.

Its relative energy (zero: lowest compared OMol25 entry of this formula, charge and spin) is 22.59 kJ/mol. The calculation puts the HOMO energy at -7.946 eV. Its SMILES is CCN(CC)CCOC(=O)c1ccc(NC(=O)CCCN2C(=O)/C(=C\c3cccs3)SC2=S)cc1. The value obtained for the gap between HOMO and LUMO is 7.08 eV.

Results of the natural (NBO) charge analysis, in e, for atoms 1 through 6: number 1, S, carries 0.44; number 2, S, carries -0.08; number 3, S, carries 0.41; number 4, O, carries -0.52; number 5, O, carries -0.61; number 6, O, carries -0.62


Entry 2:
This record from the Open Molecules 2025 dataset describes a single C25H29N3O6S molecule. The level of theory is ωB97M-V/def2-TZVPD.

```
64
Properties=species:S:1:pos:R:3:forces:R:3
S 0.159326 -1.009076 -2.542174 0.49 -0.35 -0.51
O -0.767749 -1.240349 -1.475225 -0.04 0.35 0.05
O -2.026110 -1.468634 2.330127 -0.14 -0.34 0.16
O 3.970055 -4.718590 1.655988 -0.28 0.03 -0.17
O 0.068570 1.453233 -0.377423 0.05 0.15 0.05
O 0.289906 -2.009953 -3.558611 0.18 0.14 -0.17
O -4.854813 0.433511 -1.634592 0.09 -0.52 0.00
N -2.126358 0.089046 0.691273 -0.46 0.29 -0.40
N 0.823780 -0.175422 1.012475 0.03 -0.29 0.41
N 1.690939 -0.887137 -1.879352 -0.76 -0.15 -0.55
C -1.250701 1.581888 3.706354 0.09 -0.04 -0.24
C 1.116987 2.002746 2.999120 -0.25 -0.04 -0.24
C -4.080044 0.710143 -0.564663 0.38 0.63 0.54
C 1.659010 -1.322061 1.175106 0.36 -0.28 0.05
C -3.343739 -0.407488 0.091638 -0.15 -0.39 0.04
C -0.743929 2.996269 -4.467014 -0.03 0.01 0.01
C -0.152804 0.025665 2.087791 -0.46 0.32 0.12
C 3.257738 -3.567629 1.545832 -0.17 0.10 -0.10
C 2.097991 -3.639425 0.768992 0.20 -0.11 0.12
C 0.398756 2.299194 -4.829021 0.09 -0.07 0.01
C -0.251494 1.488997 2.555700 0.07 0.03 0.18
C -4.096039 2.051318 -0.312297 0.11 -0.63 -0.01
C -1.619313 2.471708 -3.529597 -0.02 -0.04 -0.02
C 0.854294 0.551631 -0.109093 0.52 0.55 -0.05
C 2.011717 0.263671 -1.066660 0.00 0.52 0.08
C -1.346432 1.247302 -2.943072 -0.11 -0.02 0.03
C 0.673867 1.074125 -4.243613 0.11 0.02 -0.12
C 2.801110 -1.244634 1.955916 -0.24 0.00 -0.18
C -5.374887 1.597417 -2.064588 -0.13 0.85 0.02
C 3.602512 -2.358632 2.142211 0.24 -0.23 0.09
C -0.201097 0.568733 -3.302385 0.02 -0.51 0.29
C -1.531942 -0.551417 1.706999 0.47 0.21 0.28
C 5.132657 -4.723597 2.449197 0.19 0.00 0.13
C 1.302423 -2.530355 0.586777 0.11 0.01 0.22
C -4.942616 2.628218 -1.292002 -0.28 -0.30 -0.41
H 1.074052 2.709043 -5.565033 0.05 0.02 -0.06
H -3.114596 -1.178457 -0.656050 -0.10 0.04 0.10
H -2.511632 3.011413 -3.251614 -0.09 0.02 0.05
H 1.840365 -4.585666 0.321900 -0.04 -0.13 -0.07
H 2.390468 -1.121322 -2.566281 0.05 -0.12 -0.16
H 5.888121 -4.032462 2.061378 -0.04 -0.01 0.02
H -1.339660 2.612279 4.042445 -0.02 0.08 0.05
H 4.909694 -4.472846 3.491056 0.01 0.01 -0.04
H -6.028733 1.557943 -2.912766 -0.07 -0.12 -0.12
H 2.149121 1.172276 -1.673055 -0.07 -0.15 0.21
H 0.405022 -2.582624 -0.007698 -0.08 -0.05 -0.02
H -0.922837 0.971904 4.545345 0.01 -0.08 0.15
H 0.204367 -0.580966 2.927971 -0.14 0.10 -0.17
H -2.231970 1.232655 3.397178 -0.16 -0.01 0.05
H 5.518022 -5.740599 2.399389 0.01 0.09 0.03
H 1.548986 0.505176 -4.519628 0.14 -0.01 -0.09
H -0.602753 2.106622 1.726533 0.01 -0.07 0.10
H 1.510579 1.390941 3.809024 0.09 -0.07 0.12
H 1.032519 3.027102 3.354049 0.03 0.10 0.05
H 3.071546 -0.308759 2.422435 0.00 0.12 0.04
H 4.486402 -2.269089 2.753633 0.08 -0.03 0.04
H 2.929794 0.054372 -0.509894 -0.13 -0.02 -0.09
H -3.574315 2.561306 0.470599 0.17 0.04 0.20
H -1.570645 0.736631 0.141910 0.07 -0.02 0.12
H -2.003302 0.810032 -2.210994 -0.15 0.05 0.11
H -5.192736 3.664113 -1.397738 -0.11 0.19 -0.09
H -3.936201 -0.873738 0.887802 0.05 0.03 -0.19
H -0.952953 3.952760 -4.922519 -0.02 0.08 -0.03
H 1.821708 1.989547 2.170511 0.15 0.03 -0.03
```
Positions in Å, forces in eV/Å.

Its relative energy (zero: lowest compared OMol25 entry of this formula, charge and spin) is 179.72 kJ/mol. The calculation puts the HOMO energy at -8.444 eV. Its SMILES is COc1ccc(N(C(=O)CNS(=O)(=O)c2ccccc2)[C@H](C(=O)NCc2ccco2)C(C)C)cc1. The value obtained for the gap between HOMO and LUMO is 8.83 eV.

Results of the natural (NBO) charge analysis, in e, for atoms 1 through 6: number 1, S, carries 2.32; number 2, O, carries -0.95; number 3, O, carries -0.62; number 4, O, carries -0.49; number 5, O, carries -0.66; number 6, O, carries -0.93


Entry 3:
This record from the Open Molecules 2025 dataset describes a single C25H29N3O6S molecule at a distorted geometry. The level of theory is ωB97M-V/def2-TZVPD.

```
64
Properties=species:S:1:pos:R:3:forces:R:3
S 0.692386 2.296525 -0.697979 -0.21 -0.92 0.28
O -1.408086 0.367338 1.810613 -0.22 -0.04 -0.06
O 0.231607 2.844830 -1.984864 -0.25 0.78 -1.02
O -0.716337 -1.237261 -1.088323 -0.17 -0.29 0.06
O -4.385728 -2.541050 -4.210477 0.40 0.08 0.32
O -5.123300 -0.995588 -5.752950 0.17 0.41 -0.07
O 2.614889 -0.640621 3.337965 0.46 0.03 0.13
N -0.799368 0.419763 -2.664281 0.17 0.25 -0.14
N 0.646329 -1.498009 2.624466 -0.26 -0.26 -0.18
N 0.403966 1.590309 2.328089 0.16 -0.09 0.29
C -0.658091 1.290663 1.546291 -0.18 0.03 -0.03
C 5.017953 3.036110 1.400724 0.02 0.00 -0.07
C -4.050866 -0.482882 -5.068616 0.29 -0.29 0.43
C -3.605817 -1.419469 -4.134442 -0.08 0.63 -0.45
C 1.802406 4.980057 1.847755 -0.03 0.05 -0.09
C -3.437088 0.738720 -5.202392 -0.28 -0.34 -0.07
C 1.317844 2.648277 2.080427 0.31 0.52 0.19
C -5.338731 -2.283944 -5.218760 -0.91 -0.76 -0.40
C -2.354381 0.998521 -4.369770 0.14 -0.07 0.18
C 1.134747 -2.832788 2.343438 0.32 -0.07 0.08
C -1.908779 0.064762 -3.438419 -0.40 -0.11 -0.24
C 0.391889 -4.573412 0.798228 -0.06 0.07 -0.05
C -2.539384 -1.178242 -3.305140 -0.21 -0.27 -0.03
C 2.659552 2.351124 1.878249 -0.08 0.13 0.13
C 0.657265 0.755895 3.493922 -0.01 -0.32 0.26
C -0.552616 -4.555844 1.994773 0.14 -0.17 0.05
C 3.578236 3.363460 1.642486 -0.12 -0.01 0.06
C -0.853213 2.131388 0.308043 0.32 -0.03 -0.26
C 1.417818 -0.537272 3.143691 -0.41 0.47 0.14
C 3.131749 4.679980 1.613975 -0.02 -0.04 -0.02
C 0.889614 3.969646 2.092141 0.02 -0.20 0.15
C 1.031088 -3.186480 0.847268 0.03 -0.10 0.00
C 0.291286 -3.892748 3.081085 -0.09 -0.03 -0.01
C -0.294783 -0.214416 -1.581822 0.26 0.38 -0.06
C 0.931311 0.490532 -1.015910 -0.11 0.34 0.31
H -0.323358 -1.295821 2.408092 0.11 0.19 0.11
H -0.124102 -4.749968 -0.143381 0.03 -0.08 -0.08
H -1.146274 3.151381 0.550175 0.06 0.03 -0.05
H 1.230859 0.025948 -0.078686 0.00 -0.13 0.04
H 2.171553 -2.842204 2.689601 -0.19 -0.02 -0.06
H 1.474194 6.008289 1.853374 -0.03 0.10 -0.01
H 5.266146 2.062387 1.814148 0.08 -0.06 0.02
H -0.312182 -3.441386 3.867751 0.07 -0.01 0.09
H 0.371496 -2.474399 0.351643 0.08 0.00 0.00
H 2.001557 -3.158139 0.354097 0.05 0.09 -0.06
H -3.780973 1.462164 -5.921644 -0.04 0.11 -0.10
H 1.148230 -5.348962 0.933015 0.01 -0.09 -0.02
H 1.754467 0.435243 -1.729021 0.06 0.11 0.04
H -6.352891 -2.341048 -4.791109 0.26 0.07 -0.04
H 3.836037 5.476452 1.425729 0.09 0.10 -0.01
H -1.847446 1.948799 -4.443959 0.07 0.11 0.00
H -0.894098 -5.549322 2.281587 -0.12 -0.01 0.00
H 5.217249 3.014172 0.329045 0.09 -0.02 -0.05
H 0.950557 -4.629558 3.540714 0.01 -0.04 0.04
H 1.262021 1.327541 4.199112 -0.06 -0.12 -0.10
H -1.423086 -3.940761 1.764142 -0.11 0.02 -0.02
H -0.140276 4.204938 2.313420 -0.12 0.00 0.03
H -1.626203 1.678495 -0.312268 0.10 -0.02 -0.02
H 2.991276 1.325281 1.927490 0.03 -0.17 0.00
H -2.207905 -1.902761 -2.583457 0.03 -0.04 0.06
H 5.665933 3.787793 1.845311 0.09 0.02 0.02
H -0.432003 1.354845 -2.850879 0.05 -0.19 0.17
H -5.241116 -3.035813 -6.018628 0.06 0.20 0.18
H -0.305026 0.498541 3.945103 0.11 0.08 -0.01
```
Positions in Å, forces in eV/Å.

Its relative energy (zero: lowest compared OMol25 entry of this formula, charge and spin) is 105.40 kJ/mol. The calculation puts the HOMO energy at -7.735 eV. The value obtained for the gap between HOMO and LUMO is 8.22 eV.

Results of the natural (NBO) charge analysis, in e, for atoms 1 through 6: number 1, S, carries 1.30; number 2, O, carries -0.62; number 3, O, carries -0.99; number 4, O, carries -0.61; number 5, O, carries -0.49; number 6, O, carries -0.48


Entry 4:
This record from the Open Molecules 2025 dataset describes a single C25H29N5O4 molecule. The level of theory is ωB97M-V/def2-TZVPD.

```
63
Properties=species:S:1:pos:R:3:forces:R:3
O 1.910379 1.249813 2.358174 -0.17 0.10 -0.01
O -2.015202 -2.137829 2.349607 -0.13 -0.18 0.32
O 4.098015 0.811826 2.428863 0.57 -0.14 0.16
O 2.096397 -2.773657 -0.279706 0.28 -0.35 -0.17
N 1.499471 -0.801751 0.628012 0.02 0.51 0.34
N -2.741417 -0.143794 1.546056 -0.07 -0.04 0.08
N -2.126150 1.154593 -0.443899 0.24 -0.55 0.15
N -1.103460 -1.284152 0.437132 0.18 -0.07 -0.24
N -3.665815 1.828213 1.047861 0.42 -0.49 -0.11
C 4.660952 0.979721 -0.450353 0.02 0.10 -0.22
C -4.336085 1.482056 2.271356 -0.35 0.20 0.29
C 6.251533 2.751518 -0.094688 0.03 0.09 0.04
C -3.693375 0.117452 2.622606 -0.03 -0.43 0.43
C -2.318575 -4.655804 -0.215796 -0.05 0.29 -0.06
C -2.052887 -3.578689 -1.264842 0.16 -0.12 -0.10
C -3.980460 4.772449 -1.173549 -0.05 0.10 -0.03
C -2.645784 2.377938 -0.834769 -0.42 0.36 0.26
C -2.346351 3.154747 -1.942613 -0.04 -0.10 0.15
C -1.941111 -1.281604 1.495414 0.01 0.23 -0.10
C 2.874219 0.669679 1.930756 -0.27 -0.08 0.14
C -0.250253 -2.409363 0.142189 0.10 -0.39 -0.11
C -0.613496 -3.058789 -1.197689 -0.23 0.03 0.26
C 2.835618 -0.279311 0.750515 0.08 -0.08 -0.26
C -3.025148 4.349330 -2.094291 0.01 0.12 -0.12
C 5.714941 0.087174 -0.604316 -0.05 0.07 -0.01
C 7.023542 0.521874 -0.503623 0.08 -0.06 0.01
C -2.762218 0.888584 0.660788 -0.07 0.63 -0.46
C 4.942015 2.314767 -0.193793 -0.01 -0.04 -0.08
C -3.622003 2.820023 0.098435 0.25 0.25 -0.57
C 1.235230 -2.026801 0.134802 -0.39 0.25 0.19
C 7.295045 1.855592 -0.247770 0.09 0.04 0.02
C -2.323637 -4.125689 -2.665410 -0.04 0.21 0.22
C -4.296517 4.015135 -0.059581 -0.08 -0.07 0.16
C 3.245329 0.489899 -0.531774 0.12 -0.16 0.22
H -2.811040 4.973494 -2.949011 0.02 0.05 -0.07
H -1.667199 -4.967534 -2.873898 0.08 -0.13 -0.06
H -4.427998 -0.691159 2.663251 0.06 0.15 0.05
H -1.607529 2.828551 -2.656682 0.09 -0.05 -0.08
H -0.385854 -3.130964 0.956286 0.08 0.11 -0.12
H -4.486495 5.712812 -1.332392 -0.04 0.07 -0.01
H 2.553168 1.322218 -0.675363 -0.03 -0.04 -0.02
H 7.834769 -0.180477 -0.626396 0.07 -0.06 -0.01
H -0.463839 -2.318240 -1.988133 0.08 0.01 -0.09
H -1.579236 -5.450047 -0.292567 0.10 -0.15 0.00
H 4.129597 3.018237 -0.073039 -0.10 0.06 0.00
H 3.534825 -1.107118 0.906649 -0.10 0.13 0.01
H 6.457280 3.793562 0.102981 0.02 0.08 0.01
H -3.353559 -4.464325 -2.751336 -0.10 -0.06 -0.05
H -4.151057 2.232716 3.046254 -0.05 -0.12 -0.07
H 8.317011 2.195931 -0.169709 0.08 0.02 0.00
H 0.087434 -3.876817 -1.369137 0.03 0.02 -0.07
H -1.208062 -0.550184 -0.259555 -0.01 0.01 -0.02
H -2.286443 -4.243315 0.789187 0.01 -0.04 0.16
H -2.735023 -2.739555 -1.083544 0.01 -0.02 -0.02
H 0.754106 -0.220803 0.986986 0.04 -0.14 -0.04
H 5.503703 -0.952414 -0.808348 -0.03 -0.15 -0.03
H -3.163111 0.141254 3.578326 -0.14 0.01 -0.09
H 4.107142 1.458129 3.153625 -0.28 -0.05 -0.17
H -5.037036 4.341714 0.654828 -0.08 0.06 0.05
H 3.133985 -0.208274 -1.363434 -0.07 0.02 0.03
H -5.416667 1.398103 2.116542 0.13 0.00 0.06
H -3.304589 -5.089895 -0.367200 -0.09 -0.08 0.02
H -2.151008 -3.360771 -3.419290 0.02 0.05 -0.14
```
Positions in Å, forces in eV/Å.

Its relative energy (zero: lowest compared OMol25 entry of this formula, charge and spin) is 35.48 kJ/mol. The calculation puts the HOMO energy at -8.262 eV. Its SMILES is CC(C)C[C@H](NC(=O)N1CCn2c1nc1ccccc12)C(=O)N[C@@H](Cc1ccccc1)C(=O)O. The value obtained for the gap between HOMO and LUMO is 8.77 eV.

Results of the natural (NBO) charge analysis, in e, for atoms 1 through 6: number 1, O, carries -0.61; number 2, O, carries -0.64; number 3, O, carries -0.67; number 4, O, carries -0.64; number 5, N, carries -0.62; number 6, N, carries -0.45


What is the formula in the fourth record? C25H29N5O4